(1)
Here is a structure of composition C29H46F3IN7O9PS3Ti from OMol25. Energies are from ωB97M-V with the def2-TZVPD basis set.

```
100
C29H46F3IN7O9PS3Ti, DFT ωB97M-V with the def2-TZVPD basis set
Ti 2.03 2.33 -0.47
N 1.11 -0.87 0.53
N 1.39 -1.25 -0.79
C 1.52 -0.37 -1.81
N 1.71 -0.94 -2.99
N 1.44 0.95 -1.60
N 0.74 1.77 -2.87
O 1.55 3.50 -1.54
O 1.30 1.70 -3.85
H 1.42 -1.66 1.10
H 0.09 -0.78 0.64
H 1.36 -2.24 -1.02
H 1.79 -1.97 -2.97
H 1.94 -0.40 -3.80
C -3.93 1.75 -3.83
S -2.30 1.83 -3.08
C -1.96 3.60 -3.26
H -4.63 2.38 -3.28
H -4.27 0.72 -3.75
H -3.91 2.04 -4.87
H -1.72 3.86 -4.29
H -1.12 3.84 -2.61
H -2.83 4.17 -2.93
C -1.41 -2.29 3.14
C -2.34 -1.13 2.79
C -3.71 -1.35 3.43
C -1.73 0.16 3.36
P -2.32 -0.86 0.92
C -3.62 0.41 0.71
C -3.17 1.72 0.58
C -4.06 2.78 0.45
C -5.42 2.54 0.43
C -5.89 1.24 0.54
C -5.00 0.19 0.70
C -2.90 -2.40 0.01
C -3.42 -1.93 -1.35
C -3.96 -3.29 0.68
C -1.64 -3.24 -0.24
H -1.28 -2.33 4.22
H -0.42 -2.18 2.69
H -1.82 -3.26 2.82
H -3.59 -1.34 4.52
H -4.15 -2.30 3.16
H -4.41 -0.55 3.17
H -1.62 0.05 4.45
H -2.37 1.02 3.18
H -0.75 0.37 2.94
H -2.10 1.91 0.56
H -3.67 3.79 0.36
H -6.12 3.36 0.32
H -6.96 1.04 0.53
H -5.40 -0.82 0.80
H -4.41 -1.47 -1.28
H -3.48 -2.79 -2.02
H -2.74 -1.20 -1.80
H -4.85 -2.75 0.98
H -3.56 -3.80 1.55
H -4.26 -4.07 -0.04
H -0.95 -2.71 -0.90
H -1.91 -4.17 -0.75
H -1.11 -3.51 0.67
N 4.09 -1.82 2.81
C 3.72 -2.55 1.68
C 2.63 -3.43 1.72
C 2.24 -4.11 0.57
C 2.90 -3.91 -0.63
C 3.98 -3.03 -0.67
C 4.38 -2.36 0.47
S 2.37 -4.72 -2.13
O 1.28 -5.59 -1.73
O 3.54 -5.37 -2.66
O 1.92 -3.58 -2.94
H 3.85 -2.26 3.69
H 5.06 -1.54 2.81
H 2.12 -3.60 2.66
H 1.41 -4.81 0.59
H 4.51 -2.90 -1.60
H 5.25 -1.70 0.43
O 2.94 0.99 1.03
H 3.75 0.50 0.83
H 2.25 0.30 1.15
I 5.22 3.45 1.62
C 5.15 3.41 -0.46
C 6.13 4.09 -1.15
C 6.19 3.97 -2.53
C 5.27 3.16 -3.17
C 4.31 2.53 -2.41
N 4.22 2.66 -1.07
H 6.85 4.69 -0.61
H 6.95 4.50 -3.09
H 5.29 3.01 -4.24
H 3.56 1.90 -2.87
F 1.28 4.68 3.83
C 0.87 3.56 3.24
F -0.30 3.20 3.76
F 1.76 2.60 3.49
S 0.71 3.83 1.43
O 2.06 4.20 1.00
O -0.35 4.76 1.27
O 0.46 2.45 0.92
```

The calculation puts the relative energy (zero: lowest compared OMol25 entry of this formula, charge and spin) at 28.4 kcal per mole. The calculation puts the largest force on an atom at 2.9 eV Å⁻¹.

(2)
Here is the ion C10H8N3 with charge +1 from OMol25. Energies are from ωB97M-V with the def2-TZVPD basis set.

```
21
C10H8N3, DFT ωB97M-V with the def2-TZVPD basis set
C -2.06 2.48 0.02
C 2.82 -1.28 -2.01
C 2.24 -1.84 -0.84
C 2.23 -0.16 -2.59
C 0.64 0.00 -0.91
C -0.50 0.78 -0.60
C 1.11 -1.28 -0.29
C -0.54 -1.18 1.41
C -2.80 3.48 0.42
C -1.42 -0.69 2.19
N 1.19 0.47 -2.02
N -1.11 1.76 -0.22
N 0.36 -1.84 0.78
H 3.50 -1.65 -2.76
H 2.66 -2.64 -0.33
H 2.77 0.21 -3.58
H -2.41 4.39 0.77
H -3.81 3.50 0.10
H -2.48 -0.60 1.80
H -1.18 -0.37 3.29
H 0.49 -2.84 0.97
```

The calculation puts the relative energy (zero: lowest compared OMol25 entry of this formula, charge and spin) at 98.6 kcal per mole. As for the charge: +1. The calculation puts the largest force on an atom at 3.2 eV Å⁻¹.